# 1
DFT (ωB97M-V/def2-TZVPD) results for a structure of composition C20H39Cl2IN2O7P2PbSSi.

Geometry as XYZ:
```
76
Properties=species:S:1:pos:R:3:forces:R:3:lowdin_charge:R:1
C -0.34334 3.32737 -2.83710 1.3707 0.3613 0.4442 -0.17
C -0.66047 3.19188 -1.26214 0.4570 1.5968 -1.3077 -0.40
P -1.80921 1.82199 -0.71584 0.2476 0.3064 1.9406 1.03
C -3.64880 2.19863 -0.95879 -1.3342 1.1501 -0.9405 -0.37
C -3.92901 3.61110 -1.76016 -0.7681 -0.6269 -0.0806 -0.13
C -1.31311 0.06779 -1.17043 -2.1426 -1.2434 0.9021 -0.67
C -2.69429 -0.81849 -0.92604 0.1068 -0.9774 0.5690 -0.21
C -2.37444 -2.36326 -0.54618 -0.6574 -0.3849 -0.0788 -0.09
O -0.34071 -0.60219 -0.35277 -0.4767 1.2952 -1.1308 -0.23
C 0.97365 0.00897 -0.28648 0.8115 2.1023 -1.0085 -0.27
C 1.46180 0.42369 1.23062 -2.4017 -0.9678 1.6922 -0.36
C 1.05123 -0.86015 2.17501 0.1313 0.0152 0.9879 -0.09
C -0.43928 -0.84444 2.75652 -1.1258 -0.5761 0.2446 -0.18
C -0.98207 -2.35395 3.10651 0.5221 0.7459 0.1120 -0.25
C -0.27705 -2.85471 4.48552 0.2508 0.3229 -2.1083 -0.24
S -1.20582 -4.40826 5.02198 -2.2899 0.7471 4.8287 0.47
O -0.54645 -5.06658 6.20400 -1.2934 1.5975 -4.1415 -0.36
O -2.63745 -3.97644 5.25053 4.0554 -1.1700 -1.3126 -0.39
Cl -1.24331 -5.64616 3.30853 0.3650 0.6198 0.8558 0.33
C 0.71673 1.71951 1.82043 -0.7521 1.3357 0.5441 -0.14
C 1.01418 2.01900 3.38825 3.5651 -2.3892 2.0882 -0.74
O 1.92480 1.48881 4.08019 -4.2216 2.1945 -3.5323 -0.05
I -0.29258 3.44632 4.46127 0.5081 -0.6860 -0.9474 0.79
O 2.87963 0.52162 1.39795 -0.3174 1.2886 -1.5853 -0.11
C 3.58031 1.66605 1.00083 3.2637 -0.1007 1.2193 -0.60
Cl 3.10133 2.56995 -0.52575 -0.5048 -0.8671 -0.2170 0.73
N 3.78821 2.73255 2.08331 0.5016 2.8218 -4.5152 0.12
C 4.15926 3.82532 1.43591 1.6865 4.3608 2.5008 -0.26
O 4.57162 4.98390 1.16308 -2.8659 -7.8981 1.3861 0.12
Si 2.22195 -1.16452 -1.19824 1.8838 -0.0588 0.3304 0.59
C 1.32492 -2.49165 -2.32140 0.8339 -1.2641 1.7270 -0.20
C 3.34539 -2.21734 -0.06634 1.0325 -1.1386 -0.1331 -0.18
C 3.38170 -0.20986 -2.44161 -0.3120 0.6166 -0.6486 -0.22
P -1.05622 -0.06823 -3.06750 -1.6265 0.4261 -1.2909 0.85
N -1.51826 -1.69677 -3.67827 -1.5031 1.4396 0.8312 -0.23
O -2.26526 0.95608 -3.78966 2.7182 -1.6080 0.7386 -0.26
H 0.40259 2.46764 -3.10241 -1.3872 1.2882 0.0980 0.05
H 0.28298 4.30249 -2.96663 -1.2100 -1.6944 0.0047 0.11
H -1.25728 3.35907 -3.52679 1.4045 -0.0778 1.1413 0.06
H -1.14270 4.20420 -0.93774 0.5526 -1.9545 -0.3302 0.12
H 0.37357 3.18325 -0.72439 -2.0404 -0.3690 -0.7449 0.04
H -4.12581 2.33397 0.08538 1.0351 -0.5472 -1.6185 0.10
H -4.24718 1.40103 -1.52453 1.2125 0.9465 0.9581 0.08
H -4.85506 3.42429 -2.43580 1.6271 0.4381 1.1480 0.09
H -4.23129 4.42404 -1.00280 0.8100 -1.1561 -1.3586 0.09
H -3.06076 3.91496 -2.44376 -1.3534 -0.2776 1.2082 0.05
H -3.35614 -0.81696 -1.87424 0.8752 0.2996 1.6235 0.10
H -3.27639 -0.38687 -0.01319 1.0213 -0.4589 -1.8510 0.13
H -1.74726 -2.89467 -1.34838 -0.9028 0.8581 1.2246 0.05
H -1.88339 -2.50032 0.48234 -0.6733 0.4841 -1.6869 0.07
H -3.38896 -2.93132 -0.49196 1.7046 1.0814 -0.1540 0.11
H 0.92225 0.95281 -0.97667 0.2519 -1.3027 1.3754 0.08
H 1.77438 -0.85913 3.09007 -1.1539 0.1678 -1.7632 0.15
H 1.20932 -1.87198 1.66057 -0.1594 1.6061 0.3487 0.10
H -0.50653 -0.24919 3.73614 0.2127 -0.6702 -1.4857 0.12
H -1.23747 -0.38909 2.04573 1.5923 -0.6878 0.9942 0.11
H -0.66491 -3.05501 2.24221 -0.6807 1.0165 1.4623 0.08
H -2.14172 -2.32831 3.21366 2.1443 -0.1588 -0.0974 0.13
H 0.82700 -3.08517 4.24484 -1.7706 0.0061 0.6842 0.12
H -0.32638 -2.02006 5.27071 -0.2835 -1.7346 -0.7461 0.13
H 0.98915 2.71728 1.28014 -0.2576 -1.8281 0.9036 0.10
H -0.44604 1.67778 1.75045 2.1512 -0.2502 -0.0518 0.08
H 4.67671 1.31580 0.79005 -2.2546 0.2685 0.1217 0.16
H 0.41884 -2.93398 -1.77453 0.9560 0.6957 -1.4245 0.08
H 2.11929 -3.32163 -2.48725 -1.3952 1.3502 -0.0500 0.11
H 1.10037 -2.04672 -3.35449 1.4947 -3.2070 5.3147 -0.31
H 2.76180 -2.97431 0.58372 1.0582 1.3577 -0.8396 0.06
H 4.11596 -1.60052 0.55197 -1.6986 -1.0518 -0.9194 0.08
H 4.00324 -2.87286 -0.77590 -1.1067 1.0679 1.1218 0.07
H 3.76458 -0.91058 -3.26927 -0.3172 0.8692 1.2449 0.05
H 2.79718 0.64737 -2.97386 0.9982 -1.1957 0.8551 0.03
H 4.28359 0.27896 -1.91287 -1.4439 -0.8164 -0.9541 0.05
H -2.56099 -1.71797 -3.78816 1.0231 -0.5782 -0.0604 0.11
H -1.11594 -1.89136 -4.62021 -3.0090 -0.7436 0.0544 -0.12
H -1.83045 1.43967 -4.53318 -0.5578 -0.2252 0.6672 0.07
Pb 0.64669 -1.31243 -4.67960 1.8117 3.7969 -5.3823 1.46
```
Positions in Å, forces in eV/Å.

## Properties
gap between HOMO and LUMO = 0.1760 hartree
HOMO level = -13.61 eV
E = -114341.5953 eV
total charge = +2

# 2
DFT (ωB97M-V/def2-TZVPD) results for a structure of composition C2Br4O.

Geometry as XYZ:
```
7
Properties=species:S:1:pos:R:3:forces:R:3:nbo_charge:R:1
C -0.95128 -0.49003 -0.01923 -0.8715 -1.3047 0.6689 0.49
C 1.30175 0.85971 0.01953 1.2635 0.6771 1.4018 -0.47
O -1.44838 -1.15808 0.77342 0.4341 0.4997 -0.3791 -0.45
Br -1.88951 0.66728 -1.40530 -0.9358 0.0683 -0.2718 -0.04
Br 0.89926 1.79433 1.65900 -0.1359 -0.3597 -0.7040 0.12
Br 2.88935 -0.14480 0.15779 -0.1990 -0.2533 -0.0363 0.15
Br 1.12187 1.79415 -1.53862 0.4447 0.6725 -0.6795 0.20
```
Positions in Å, forces in eV/Å.

## Properties
gap between HOMO and LUMO (alpha / beta) = 0.3042 / 0.2757 hartree
HOMO level (alpha / beta) = -8.32 / -10.15 eV
spin multiplicity = 3
E = -284287.3888 eV

# 3
DFT (ωB97M-V/def2-TZVPD) results for the molecule C23H23NO2S.

Geometry as XYZ:
```
50
Properties=species:S:1:pos:R:3:forces:R:3:nbo_charge:R:1
C -2.44779 2.11796 4.05343 -0.8646 -0.0772 -0.5299 -0.61
C -2.71753 2.28680 2.50920 1.0106 0.3250 0.7710 -0.40
C -1.38924 2.77381 1.80628 -0.7110 -1.8146 -0.9050 -0.40
C -0.77308 1.56912 0.98425 0.6770 1.2403 -1.0181 -0.39
C -0.20314 2.16578 -0.38192 -0.8137 -0.9522 1.1941 -0.40
C -1.37831 2.19612 -1.43358 1.3867 0.9037 -0.7100 -0.42
C -0.87609 1.56205 -2.78835 -1.0109 0.8056 -0.2348 -0.39
C -1.56046 0.20890 -3.15262 0.3304 -0.0345 0.1771 -0.43
C -1.51620 -0.85089 -2.03359 -0.6065 -1.0903 0.7808 0.03
C -2.77728 -1.30314 -1.49563 0.6185 -0.2617 0.3625 -0.20
C -2.90361 -2.30339 -0.48487 1.6375 -0.1300 -0.0748 -0.19
C -1.71883 -2.91148 0.04585 0.1287 1.2916 -1.4232 -0.17
C -0.45179 -2.46714 -0.46893 -0.5287 -0.4611 0.4441 -0.14
C -0.32809 -1.46113 -1.49047 -0.6410 0.0545 0.0372 -0.07
C 1.06686 -1.08010 -2.01330 0.3605 -0.7907 0.9234 0.53
O 1.28113 -0.56337 -3.08762 -0.2580 -0.1453 0.5519 -0.52
C 2.24480 -1.44189 -1.07877 1.1701 -0.4725 1.0486 -0.05
C 3.53750 -0.83370 -1.20878 0.0918 -0.6802 0.7666 -0.17
C 4.62534 -1.20460 -0.34785 -0.6165 -0.4798 0.3787 -0.23
C 4.47027 -2.17600 0.70023 -2.2856 -0.2495 -1.3731 0.14
N 5.51415 -2.60419 1.59605 0.6344 1.6056 -1.0328 -0.48
C 6.38840 -1.76626 1.80608 -0.3570 0.8491 1.3509 0.26
S 7.25307 -0.53266 2.32611 -0.4242 -1.5267 -0.7639 0.08
C 3.17860 -2.79569 0.83835 0.9010 0.6762 -0.5797 -0.17
C 2.11833 -2.44471 -0.04017 0.0150 0.3307 -0.0511 -0.14
C 0.78156 -3.17768 0.13682 0.1584 0.8392 -0.7239 0.57
O 0.70769 -4.24658 0.70230 -0.0896 0.6704 -0.1543 -0.52
H -1.66629 2.83281 4.37892 -0.6182 -0.4006 0.0470 0.20
H -3.40654 2.28517 4.59260 0.7836 -0.0542 -0.0162 0.21
H -2.12030 1.07635 4.27830 -0.0719 0.7934 -0.1523 0.21
H -3.04885 1.28866 2.13778 0.2646 0.8608 -0.0624 0.20
H -3.51318 3.02294 2.26748 0.3334 -0.4651 0.5331 0.20
H -0.60783 3.12707 2.50922 -0.7013 0.0319 -0.2977 0.21
H -1.64169 3.57492 1.07140 0.2918 -0.4586 0.6399 0.20
H 0.04596 1.03569 1.51446 -0.6157 0.3750 -0.0422 0.20
H -1.54517 0.82286 0.67851 0.5494 0.4874 0.5035 0.20
H 0.65028 1.51183 -0.66724 -0.6016 0.4438 -0.3285 0.19
H 0.20050 3.19463 -0.22708 -0.2096 -0.7946 -0.0261 0.20
H -2.33438 1.77229 -1.05921 0.7213 -0.0212 -0.1700 0.20
H -1.58111 3.27693 -1.64413 -0.0555 -0.8432 0.1621 0.21
H 0.22952 1.53557 -2.77296 -0.7221 -0.3056 -0.0981 0.22
H -1.15022 2.28244 -3.60186 0.2639 -0.6795 0.4484 0.21
H -2.63322 0.41012 -3.39128 0.7532 -0.1521 0.2942 0.21
H -1.10208 -0.18945 -4.08310 -0.1942 0.1506 0.6311 0.24
H -3.70058 -0.84533 -1.89185 0.6034 -0.2745 0.2008 0.22
H -3.87342 -2.66802 -0.09735 0.5537 0.5517 -0.4722 0.23
H -1.75382 -3.71212 0.80861 0.0895 0.6620 -0.6089 0.25
H 3.74148 -0.05765 -1.97053 -0.3604 -0.6450 0.4581 0.24
H 5.62555 -0.74771 -0.47414 -0.7959 -0.1954 -0.0635 0.23
H 3.05914 -3.54593 1.64495 -0.1749 0.5073 -0.7924 0.25
```
Positions in Å, forces in eV/Å.

## Properties
gap between HOMO and LUMO = 0.2961 hartree
HOMO level = -9.13 eV
E = -40642.9090 eV

# 4
DFT (ωB97M-V/def2-TZVPD) results for a structure of composition C25H30BCoN9SSi.

Geometry as XYZ:
```
68
Properties=species:S:1:pos:R:3:forces:R:3:nbo_charge:R:1
Co -0.68769 -0.00348 0.07046 0.2431 0.0441 -0.1502 0.96
C -3.88422 1.14429 -2.54757 0.0193 0.0391 -0.0127 -0.33
C -2.54850 0.78254 -2.36490 0.0347 -0.0140 -0.0170 -0.02
N -2.25361 0.74418 -1.06915 -0.1372 -0.3336 0.1258 -0.34
N -3.37415 1.07436 -0.40303 0.0497 0.2720 -0.0385 -0.30
C -4.36724 1.32788 -1.26649 0.0060 0.0351 0.0066 0.01
B -3.26314 1.26237 1.12247 -0.0695 -0.0666 -0.0632 0.53
N -3.00085 -0.13198 1.72524 0.1412 0.0804 0.1338 -0.30
C -3.68895 -0.88289 2.59206 -0.0208 0.0066 -0.0193 0.01
C -2.96545 -2.03406 2.84431 0.0184 -0.0253 0.0207 -0.34
C -1.80694 -1.89064 2.08369 -0.0546 -0.0508 -0.0341 -0.01
N -1.84203 -0.74292 1.41477 -0.1062 -0.0871 -0.0121 -0.28
N -2.00020 2.10457 1.39637 0.0324 0.0350 0.0582 -0.31
C -1.88903 3.28909 2.01402 -0.0215 -0.0047 -0.0315 0.03
C -0.55836 3.65089 2.04285 0.0179 -0.0024 -0.0103 -0.35
C 0.10268 2.59931 1.40988 -0.0267 0.0064 0.0875 0.01
N -0.77032 1.67526 1.02633 0.0008 0.0434 -0.0498 -0.28
H -4.41222 1.28027 -3.47433 -0.0001 -0.0108 -0.0015 0.24
H -1.79162 0.57547 -3.10534 -0.0200 -0.0438 -0.0051 0.21
H -5.33749 1.63492 -0.91378 0.0023 0.0032 0.0021 0.23
H -4.24089 1.76884 1.58280 -0.0075 -0.0101 0.0070 -0.01
H -4.63936 -0.54661 2.97090 0.0046 0.0040 0.0046 0.24
H -3.22558 -2.84479 3.50104 -0.0013 0.0016 -0.0004 0.25
H -0.96544 -2.55194 1.97713 0.0345 -0.0091 0.0243 0.23
H -2.76619 3.78973 2.38783 0.0009 -0.0025 0.0030 0.23
H -0.12636 4.54005 2.46517 0.0019 -0.0015 0.0042 0.25
H 1.15208 2.46734 1.21828 -0.0197 -0.0038 0.0575 0.23
N 1.73674 -0.35304 -3.26625 -0.1258 0.0902 -0.0993 -0.59
C 2.76197 0.62571 -3.29280 0.0572 -0.0106 0.0187 0.20
C 3.86817 0.43849 -4.10118 0.0143 -0.0155 0.0163 -0.24
C 4.87953 1.38988 -4.12137 -0.0051 -0.0075 -0.0011 -0.19
C 4.79144 2.51259 -3.31676 -0.0023 0.0081 0.0003 -0.19
C 3.68811 2.68732 -2.49109 0.0163 -0.0131 0.0182 -0.20
C 2.66689 1.75286 -2.49079 -0.0145 -0.0219 -0.0034 -0.25
S 1.22785 2.04834 -1.50518 -0.0114 0.0111 -0.2595 0.52
N 0.54129 0.48957 -1.43151 -0.1162 0.1646 0.2344 -0.62
C 0.81197 -0.43468 -2.28030 0.1032 -0.0963 0.1126 0.44
C -0.01820 -1.65998 -2.16226 0.0361 0.0713 -0.0168 0.16
C -0.06273 -2.65506 -3.12100 -0.0132 -0.0197 0.0114 -0.21
C -0.99438 -3.67472 -2.98517 0.0004 0.0228 0.0129 -0.13
C -1.86234 -3.64010 -1.91179 0.0192 -0.0136 -0.0047 -0.21
C -1.74665 -2.61300 -0.98797 0.0073 -0.0999 0.0515 0.08
N -0.82529 -1.65940 -1.08901 0.0899 0.2116 0.0853 -0.41
H 1.89933 -1.17152 -3.82598 0.0067 -0.0084 0.0189 0.41
H 3.94004 -0.44865 -4.71973 0.0017 -0.0003 0.0002 0.22
H 5.73665 1.24386 -4.76363 -0.0003 0.0010 -0.0015 0.23
H 5.57798 3.25396 -3.32432 -0.0006 0.0001 -0.0026 0.23
H 3.61651 3.56058 -1.85459 -0.0001 -0.0030 0.0058 0.23
H 0.58750 -2.63982 -3.98372 0.0010 0.0026 -0.0005 0.22
H -1.05140 -4.46446 -3.72152 -0.0011 0.0022 -0.0023 0.24
H -2.62781 -4.39062 -1.77816 0.0042 -0.0030 -0.0053 0.25
H -2.41565 -2.55690 -0.14222 0.0209 0.0274 -0.0052 0.23
C 3.22766 -1.51847 2.67249 0.0071 0.0198 0.0003 -1.11
Si 1.54750 -0.69760 2.85068 0.0453 0.1496 -0.0349 1.64
C 1.78121 0.97718 3.65748 -0.0018 0.0036 0.0054 -1.12
C 0.56422 -1.73022 4.06828 0.0078 -0.0076 -0.0210 -1.12
C 0.98540 -0.53235 1.05136 -0.5659 -0.2755 -0.4176 -1.05
H 3.72570 -1.61457 3.63980 -0.0056 0.0026 0.0040 0.24
H 3.88344 -0.94158 2.01638 0.0060 -0.0029 0.0013 0.23
H 3.13223 -2.52073 2.24765 0.0045 -0.0013 0.0036 0.23
H 2.32939 0.85050 4.59420 -0.0159 -0.0128 0.0097 0.25
H 0.82988 1.45783 3.89380 0.0058 0.0155 -0.0111 0.24
H 2.36166 1.66024 3.03431 0.0158 -0.0024 0.0112 0.23
H 1.13249 -1.72924 5.00290 0.0046 0.0065 -0.0093 0.25
H 0.45006 -2.77386 3.77080 -0.0148 -0.0126 -0.0127 0.23
H -0.42067 -1.31836 4.28549 -0.0246 0.0011 0.0097 0.24
H 1.20945 -1.48975 0.55878 0.1711 0.0173 0.0600 0.20
H 1.68396 0.19775 0.62284 0.1503 -0.1059 0.1271 0.21
```
Positions in Å, forces in eV/Å.

## Properties
gap between HOMO and LUMO = 0.2648 hartree
HOMO level = -10.67 eV
E = -96837.6073 eV
total charge = +1

no.,maximum force (eV/Å)
1,8.515
2,2.005
3,2.678
4,0.755